1.
Entry from OMol25: a structure of composition C44H52CrGeN2OPS2 (ωB97M-V with the def2-TZVPD basis set).

CARTESIAN COORDINATES (ANGSTROEM)
Cr  -15.534  -8.284  11.012
C  -15.722  -2.297  12.358
C  -16.968  -2.638  13.203
C  -17.136  -1.481  14.213
C  -18.207  -2.569  12.259
C  -16.885  -4.068  13.815
C  -17.310  -4.288  15.138
C  -17.484  -5.523  15.680
C  -17.147  -6.623  14.901
S  -17.325  -8.324  15.258
C  -16.795  -8.663  13.654
N  -16.448  -7.656  12.941
C  -16.644  -6.449  13.594
C  -16.489  -5.159  13.065
C  -16.740  -9.992  13.108
C  -17.326  -11.013  13.809
C  -17.421  -12.308  13.285
C  -16.801  -12.519  12.084
C  -16.130  -11.491  11.378
C  -16.128  -10.172  11.831
H  -15.953  -1.296  11.842
H  -15.553  -2.992  11.553
H  -14.839  -2.164  12.986
H  -17.176  -0.536  13.620
H  -16.345  -1.399  14.973
H  -18.118  -1.554  14.709
H  -18.298  -1.567  11.803
H  -19.093  -2.687  12.873
H  -18.199  -3.345  11.511
H  -17.585  -3.460  15.765
H  -17.864  -5.641  16.682
H  -16.175  -5.089  12.036
H  -17.798  -10.776  14.744
H  -17.793  -13.137  13.890
H  -16.818  -13.535  11.652
H  -15.651  -11.798  10.448
O  -18.610  -6.670  8.678
S  -17.509  -6.616  9.664
N  -16.323  -7.567  9.239
C  -12.336  -10.376  12.162
C  -12.436  -9.138  12.999
C  -13.246  -9.630  14.198
P  -13.165  -7.695  12.019
C  -12.022  -7.561  10.602
C  -10.523  -7.544  10.912
C  -12.459  -6.427  9.683
C  -12.909  -6.243  13.145
C  -13.011  -4.857  12.511
C  -11.666  -6.295  14.028
H  -11.939  -11.189  12.769
H  -11.664  -10.274  11.335
H  -13.317  -10.688  11.843
H  -11.412  -8.847  13.297
H  -14.228  -9.929  13.857
H  -13.375  -8.876  14.978
H  -12.742  -10.481  14.641
H  -12.240  -8.508  10.075
H  -10.243  -6.656  11.476
H  -9.911  -7.604  10.008
H  -10.182  -8.377  11.511
H  -12.079  -5.471  10.056
H  -13.566  -6.337  9.452
H  -11.959  -6.570  8.720
H  -13.777  -6.327  13.800
H  -12.017  -4.580  12.088
H  -13.260  -4.140  13.311
H  -13.798  -4.795  11.731
H  -10.748  -6.319  13.476
H  -11.563  -7.159  14.677
H  -11.661  -5.421  14.699
C  -16.109  -4.783  3.985
C  -15.337  -4.606  5.131
C  -15.390  -5.533  6.190
C  -16.132  -6.703  6.069
C  -16.918  -6.866  4.912
C  -16.838  -5.936  3.870
Ge  -16.080  -8.145  7.459
C  -17.279  -9.650  6.994
C  -16.735  -10.743  6.267
C  -17.494  -11.863  6.010
C  -18.798  -11.905  6.364
C  -19.378  -10.851  7.066
C  -18.640  -9.719  7.363
C  -14.293  -8.948  7.488
C  -13.195  -8.380  6.782
C  -11.914  -8.879  6.922
C  -11.682  -9.974  7.748
C  -12.729  -10.598  8.375
C  -14.018  -10.074  8.272
H  -16.070  -4.042  3.175
H  -14.789  -3.674  5.274
H  -14.806  -5.368  7.085
H  -17.541  -7.772  4.852
H  -17.489  -6.037  2.992
H  -15.707  -10.751  5.990
H  -17.034  -12.687  5.495
H  -19.393  -12.790  6.125
H  -20.372  -10.913  7.429
H  -19.095  -8.921  7.915
H  -13.371  -7.507  6.141
H  -11.079  -8.445  6.416
H  -10.704  -10.358  7.978
H  -12.529  -11.383  9.096
H  -14.831  -10.575  8.780

Cartesian forces (eV/Å) of the 2 atoms listed first:
-0.04 -0.53 -0.01
-0.85 1.69 -0.32

Its expectation value of S² is 8.789. The HOMO-LUMO gap (alpha / beta) comes out at 0.2310 / 0.3091 Ha. The calculation puts the LUMO energy (alpha / beta) at 0.094 / -0.015 eV. Its spin multiplicity is 6.

---

2.
Entry from OMol25: an isolated molecule of C3H2BrF3 (ωB97M-V with the def2-TZVPD basis set).

CARTESIAN COORDINATES (ANGSTROEM)
F  -1.382  -0.726  1.428
C  -1.049  -0.549  0.112
C  -0.018  0.586  -0.024
F  -0.658  1.726  0.047
C  1.380  0.449  -0.140
F  2.199  1.474  -0.335
Br  2.076  -1.263  -0.278
H  -1.867  -0.124  -0.408
H  -0.681  -1.573  -0.401

Cartesian forces (eV/Å) of the 2 atoms listed first:
-0.07 -0.28 0.19
2.83 -1.33 -1.31

Its SMILES is FC/C(F)=C(/F)Br. The HOMO-LUMO gap comes out at 0.3693 Ha. The energy relative to the best compared isomer or geometry (same formula, charge and spin) comes out at 27.84 kcal/mol. The calculation puts the LUMO energy at 0.600 eV.

---

3.
Entry from OMol25: a cluster of 16 separate species, C43H109F18N9O30S6 in total (ωB97M-V with the def2-TZVPD basis set).

CARTESIAN COORDINATES (ANGSTROEM)
C  -1.189  -30.125  -17.162
C  -2.307  -29.377  -17.843
C  -3.689  -29.833  -17.496
O  -4.604  -28.929  -18.202
C  -5.925  -29.112  -17.827
N  -1.931  -27.969  -17.542
H  -1.300  -27.580  -18.210
H  -2.634  -27.273  -17.522
H  -1.561  -27.820  -16.544
H  -0.134  -29.831  -17.397
H  -1.322  -31.153  -17.409
H  -1.301  -29.943  -16.087
H  -2.289  -29.536  -18.930
H  -3.883  -29.873  -16.408
H  -3.812  -30.830  -17.870
H  -6.601  -28.610  -18.475
H  -6.026  -28.722  -16.799
H  -6.176  -30.173  -17.868
C  -1.669  -27.082  -11.541
C  -2.079  -26.796  -12.946
C  -0.837  -27.047  -13.795
O  -1.022  -26.766  -15.124
C  -0.897  -25.390  -15.543
N  -3.275  -27.595  -13.330
H  -4.054  -27.350  -12.640
H  -3.582  -27.398  -14.304
H  -3.126  -28.617  -13.322
H  -0.875  -27.820  -11.450
H  -2.546  -27.466  -10.956
H  -1.364  -26.221  -10.952
H  -2.392  -25.760  -13.122
H  -0.557  -28.084  -13.739
H  0.002  -26.466  -13.333
H  -1.143  -24.653  -14.761
H  -1.645  -25.296  -16.281
H  0.094  -25.160  -15.864
C  4.358  -31.125  -17.799
C  3.623  -30.169  -18.723
C  2.540  -30.947  -19.518
O  1.580  -30.027  -20.048
C  0.698  -30.598  -21.084
N  2.957  -29.060  -18.010
H  2.274  -28.666  -18.661
H  2.501  -29.326  -17.111
H  3.627  -28.383  -17.703
H  4.706  -32.051  -18.288
H  3.610  -31.347  -16.996
H  5.227  -30.683  -17.296
H  4.213  -29.692  -19.478
H  2.035  -31.799  -19.000
H  2.992  -31.541  -20.352
H  -0.020  -29.862  -21.191
H  0.291  -31.591  -20.826
H  1.352  -30.685  -21.923
C  4.725  -23.867  -10.580
C  3.488  -23.082  -10.730
C  2.768  -23.306  -12.120
O  1.836  -22.151  -12.224
C  0.647  -22.530  -13.063
N  2.481  -23.418  -9.653
H  2.160  -24.402  -9.698
H  2.841  -23.245  -8.724
H  1.674  -22.814  -9.705
H  4.405  -24.930  -10.555
H  5.251  -23.661  -9.610
H  5.441  -23.652  -11.360
H  3.671  -21.999  -10.676
H  2.331  -24.245  -12.187
H  3.545  -23.154  -12.895
H  0.887  -23.269  -13.788
H  0.238  -21.710  -13.621
H  -0.161  -22.878  -12.407
C  4.909  -23.523  -16.016
C  3.692  -23.595  -16.951
C  3.713  -22.459  -18.026
O  4.656  -22.868  -18.963
C  4.541  -22.329  -20.264
N  3.634  -24.854  -17.641
H  3.849  -25.704  -16.981
H  2.676  -24.923  -18.144
H  4.295  -24.754  -18.431
H  4.668  -23.939  -14.999
H  5.360  -22.537  -15.864
H  5.741  -24.083  -16.411
H  2.722  -23.524  -16.424
H  3.912  -21.449  -17.521
H  2.755  -22.482  -18.459
H  5.285  -22.669  -20.988
H  4.704  -21.237  -20.216
H  3.537  -22.523  -20.612
C  1.444  -30.663  -10.681
C  0.567  -31.017  -9.506
C  -0.126  -29.869  -8.769
O  -1.095  -30.441  -7.921
C  -1.837  -29.531  -7.142
N  -0.475  -31.929  -9.947
H  -0.131  -32.798  -10.315
H  -1.046  -32.113  -9.099
H  -1.178  -31.587  -10.642
H  1.106  -29.659  -11.166
H  1.271  -31.392  -11.509
H  2.501  -30.555  -10.539
H  1.076  -31.615  -8.784
H  -0.706  -29.273  -9.465
H  0.633  -29.372  -8.141
H  -1.203  -29.046  -6.434
H  -2.647  -30.056  -6.665
H  -2.206  -28.636  -7.736
C  -3.091  -24.409  -20.494
C  -2.437  -23.197  -19.731
C  -2.262  -21.876  -20.463
O  -1.564  -21.026  -19.595
C  -1.058  -19.887  -20.230
N  -3.303  -23.027  -18.471
H  -4.272  -22.671  -18.702
H  -3.479  -23.940  -18.025
H  -2.890  -22.413  -17.711
H  -2.929  -25.339  -19.940
H  -2.611  -24.606  -21.447
H  -4.173  -24.265  -20.701
H  -1.432  -23.459  -19.379
H  -3.273  -21.480  -20.659
H  -1.716  -22.129  -21.386
H  -1.889  -19.221  -20.345
H  -0.646  -20.145  -21.167
H  -0.260  -19.462  -19.639
C  -2.806  -23.016  -9.759
C  -4.105  -23.743  -10.007
C  -5.167  -23.704  -8.856
O  -5.893  -22.505  -8.941
C  -6.717  -22.280  -7.832
N  -4.772  -23.131  -11.166
H  -5.118  -22.201  -11.004
H  -4.193  -22.981  -12.016
H  -5.588  -23.666  -11.425
H  -2.986  -21.934  -9.590
H  -2.079  -23.091  -10.576
H  -2.220  -23.409  -8.952
H  -4.052  -24.822  -10.331
H  -4.666  -23.860  -7.895
H  -5.906  -24.538  -8.917
H  -7.094  -21.268  -7.972
H  -6.233  -22.277  -6.835
H  -7.513  -23.018  -7.867
C  -8.709  -23.533  -16.625
C  -7.372  -23.357  -17.273
C  -7.259  -21.962  -17.860
O  -5.955  -21.774  -18.398
C  -5.548  -20.429  -18.539
N  -6.328  -23.586  -16.264
H  -6.661  -24.325  -15.609
H  -5.519  -23.936  -16.712
H  -6.080  -22.782  -15.662
H  -9.407  -23.385  -17.485
H  -8.871  -22.871  -15.767
H  -8.857  -24.550  -16.271
H  -7.173  -24.103  -18.072
H  -7.393  -21.289  -17.034
H  -8.069  -21.778  -18.587
H  -4.475  -20.381  -18.581
H  -5.788  -19.806  -17.644
H  -5.883  -20.024  -19.543
C  1.833  -26.460  -7.646
F  2.874  -25.486  -7.595
F  2.434  -27.490  -8.259
F  1.477  -26.789  -6.411
S  0.515  -25.834  -8.776
O  -0.587  -26.786  -8.706
O  0.175  -24.509  -8.336
O  1.353  -25.893  -9.975
C  3.566  -27.865  -13.597
F  4.885  -27.938  -13.641
F  3.156  -29.107  -13.264
F  3.184  -27.013  -12.607
S  2.735  -27.339  -15.186
O  3.824  -27.103  -16.129
O  1.865  -28.463  -15.564
O  2.017  -26.113  -14.841
C  -2.960  -19.833  -14.286
F  -1.806  -19.705  -13.531
F  -3.866  -19.173  -13.627
F  -2.836  -19.145  -15.398
S  -3.592  -21.590  -14.609
O  -3.376  -22.177  -13.289
O  -4.915  -21.422  -15.079
O  -2.711  -22.257  -15.552
C  0.709  -26.105  -21.501
F  -0.446  -25.473  -21.776
F  0.632  -27.430  -21.908
F  1.752  -25.624  -22.140
S  0.836  -26.011  -19.709
O  1.930  -26.930  -19.292
O  1.331  -24.679  -19.399
O  -0.448  -26.315  -19.118
C  -7.738  -26.233  -11.734
F  -7.824  -25.206  -10.859
F  -7.610  -27.381  -11.075
F  -8.759  -26.157  -12.564
S  -6.191  -26.025  -12.693
O  -6.079  -27.238  -13.490
O  -6.346  -24.778  -13.397
O  -5.071  -25.950  -11.757
C  -2.937  -32.302  -13.794
F  -4.133  -31.850  -13.600
F  -2.812  -33.433  -13.106
F  -2.783  -32.545  -15.090
S  -1.755  -31.080  -13.241
O  -2.249  -30.860  -11.895
O  -0.455  -31.762  -13.240
O  -1.949  -29.954  -14.131
O  -5.899  -26.304  -16.371
C  -4.525  -26.174  -16.574
O  -3.848  -27.063  -16.051
O  -4.165  -25.114  -17.161
H  -6.070  -26.934  -15.604

Cartesian forces (eV/Å) of the 2 atoms listed first:
0.45 -0.12 0.50
1.35 0.27 -0.89

The HOMO-LUMO gap comes out at 0.3830 Ha. Its total charge is +2. The calculation puts the LUMO energy at -2.819 eV.

---

4.
Entry from OMol25: a structure of composition C6H23BClN5O3V (ωB97M-V with the def2-TZVPD basis set).

CARTESIAN COORDINATES (ANGSTROEM)
V  17.126  -8.114  -7.515
B  17.328  -9.453  -9.442
H  18.097  -8.642  -9.843
H  16.279  -9.002  -9.152
H  17.135  -10.338  -10.213
H  17.775  -9.988  -8.489
Cl  16.159  -6.071  -8.747
C  14.804  -6.500  -5.158
C  15.829  -7.550  -4.763
C  15.326  -8.921  -5.224
O  15.184  -8.798  -6.644
C  14.015  -9.273  -7.276
N  17.140  -7.173  -5.357
H  14.604  -6.553  -6.226
H  15.113  -5.512  -4.823
H  13.830  -6.710  -4.701
H  15.867  -7.615  -3.668
H  14.367  -9.126  -4.747
H  16.021  -9.757  -5.101
H  14.034  -8.896  -8.295
H  13.122  -8.876  -6.781
H  13.969  -10.364  -7.247
H  17.833  -7.582  -4.737
H  17.230  -6.178  -5.160
C  19.639  -9.835  -5.831
O  18.607  -9.303  -6.220
N  20.160  -9.559  -4.592
N  20.400  -10.630  -6.619
H  20.977  -10.001  -4.215
H  19.700  -8.849  -4.058
H  21.181  -11.100  -6.201
H  20.144  -10.740  -7.582
C  20.416  -7.098  -8.315
O  19.217  -7.178  -8.149
N  21.197  -6.133  -7.721
N  21.112  -8.026  -9.039
H  20.802  -5.516  -7.040
H  22.180  -6.323  -7.786
H  20.627  -8.809  -9.437
H  22.071  -7.889  -9.301

Cartesian forces (eV/Å) of the 2 atoms listed first:
0.19 1.36 -0.64
0.59 -0.91 -0.90

Its expectation value of S² is 3.755. The HOMO-LUMO gap (alpha / beta) comes out at 0.2355 / 0.2734 Ha. The energy relative to the best compared isomer or geometry (same formula, charge and spin) comes out at 23.65 kcal/mol. The calculation puts the LUMO energy (alpha / beta) at -0.189 / -0.193 eV. Its spin multiplicity is 4.

---

5.
Entry from OMol25: a structure of composition C3H2O4Rb (ωB97M-V with the def2-TZVPD basis set).

CARTESIAN COORDINATES (ANGSTROEM)
C  2.046  1.342  0.177
C  2.091  2.617  0.332
O  1.992  3.804  0.410
H  2.903  0.672  0.088
O  -0.258  -0.747  -0.691
C  -1.300  -1.342  -0.182
O  -2.398  -0.713  -0.017
O  -1.296  -2.614  -0.077
Rb  -4.268  -3.155  0.166
H  0.489  0.136  -0.205

Cartesian forces (eV/Å) of the 2 atoms listed first:
-0.30 -0.32 -0.01
-0.22 -1.20 -0.53

The HOMO-LUMO gap comes out at 0.1349 Ha. Its total charge is -1. The energy relative to the best compared isomer or geometry (same formula, charge and spin) comes out at 15.65 kcal/mol. The calculation puts the LUMO energy at 0.819 eV.

---

6.
Entry from OMol25: a cluster of 2 separate species, C4H11NS in total (ωB97M-V with the def2-TZVPD basis set).

CARTESIAN COORDINATES (ANGSTROEM)
C  4.472  0.737  1.413
C  4.244  0.877  2.753
N  5.236  1.025  3.781
H  5.457  0.813  1.103
H  3.861  0.124  0.672
H  3.125  0.688  3.109
H  5.151  1.997  4.111
H  4.944  0.495  4.578
C  -4.270  -1.740  -2.657
C  -3.562  -0.434  -2.701
S  -2.536  -0.047  -1.117
H  -4.257  -2.129  -3.770
H  -5.322  -1.579  -2.291
H  -3.754  -2.680  -2.223
H  -4.334  0.257  -2.817
H  -2.720  -0.375  -3.519
H  -3.523  -0.674  -0.401

Cartesian forces (eV/Å) of the 2 atoms listed first:
-1.39 -1.56 1.88
-2.90 -1.82 -1.53

Its SMILES is C=CN.CCS. The HOMO-LUMO gap comes out at 0.3660 Ha. The energy relative to the best compared isomer or geometry (same formula, charge and spin) comes out at 60.29 kcal/mol. The calculation puts the LUMO energy at 0.902 eV.

---

| no. | F_max (Eh/bohr) |
| --- | --- |
| 1 | 0.03912 |
| 2 | 0.08953 |
| 3 | 0.09887 |
| 4 | 0.02943 |
| 5 | 0.09390 |
| 6 | 0.08067 |